No. 1
114
Properties=species:S:1:pos:R:3 method="wB97M-V/def2-TZVPD" e_homo_ev=-10.28 gap_ev=10.806 e_above_lowest_kcal_mol=0.0 e_tot_ev=-84251.75450
H -1.28 1.31 6.99
H -4.47 -3.19 -1.71
H 3.45 -0.70 -0.54
O -5.87 -1.72 -1.62
H -6.21 -3.64 -1.96
C -3.60 4.37 2.42
H 4.63 3.41 1.93
H 1.27 3.16 -0.68
O 0.16 1.03 -0.13
H -0.68 2.26 5.55
H -1.99 5.60 -1.11
C -1.84 2.90 -1.78
H 2.03 -2.84 0.94
H -3.68 4.44 3.49
O -2.04 0.72 5.20
H 0.63 -1.80 4.25
H 2.33 4.96 -1.56
O -0.31 5.38 1.89
H -0.42 1.13 -5.84
H -2.15 0.11 -3.14
O 4.22 -2.92 4.17
H -1.33 -3.74 -4.83
O -1.95 -3.48 0.85
C 2.74 3.98 -1.63
H 0.24 2.01 1.71
H 3.36 -0.66 -2.28
C -0.96 -3.23 -3.93
O 0.33 -3.87 -3.65
O 2.21 3.23 -0.50
O 1.40 0.10 -6.05
C -1.03 5.11 -1.27
H -2.34 2.46 6.13
H -0.92 -2.17 -4.13
H 3.42 -3.66 0.04
H 2.43 -3.52 -7.70
H 4.39 1.00 1.29
H -3.55 0.78 -2.28
O 2.31 -3.81 3.52
H -0.36 -2.30 1.38
H 3.90 0.86 -1.43
O 1.99 -1.68 -7.03
H 5.98 -3.31 3.09
C 3.26 -0.03 -1.40
C 5.52 -2.51 3.63
H -4.72 -0.23 1.89
C 0.92 -1.02 -6.51
H -5.58 -3.45 -0.30
O 0.04 0.18 4.95
C -1.22 -0.18 4.73
H 1.02 1.86 -5.19
H -3.74 0.63 0.56
O -0.19 -4.15 -0.41
C -1.38 -4.06 -0.21
H -1.27 1.95 1.01
C -1.27 4.59 2.39
C -1.56 1.73 6.03
C 1.51 -2.92 -7.57
H -4.41 4.97 2.06
C -2.00 -5.68 -1.70
C -2.45 0.82 -2.38
H 0.92 -2.83 -8.46
H -2.16 -6.49 -0.94
H -1.56 -3.41 -3.03
O -5.53 0.38 -0.90
C -0.98 -3.07 1.81
C 0.49 0.94 -5.30
O 3.81 -3.11 1.98
C 5.27 2.52 2.19
H 0.93 -3.44 -6.86
C 2.90 -3.53 0.96
O 2.04 0.42 0.91
C -5.47 -3.13 -1.33
C 3.39 -3.36 3.23
H 6.30 2.93 2.16
H -0.44 -3.89 2.23
O 5.27 1.47 1.27
O -1.86 2.08 -2.77
O -1.12 3.72 3.18
H 1.12 3.96 2.39
O -0.23 -1.37 -6.54
H 2.48 -4.50 1.19
O -2.29 2.75 -0.67
H 2.43 3.41 -2.53
H -0.98 -5.53 -2.01
H -3.72 3.35 2.02
H -0.58 0.38 1.72
C 1.41 0.64 -0.11
H -3.08 -0.70 1.44
O -1.63 -1.07 4.09
C 1.01 5.06 2.47
O 1.86 0.40 -1.34
C -5.29 -0.84 -0.80
C -0.39 1.30 1.21
O -2.36 -4.56 -0.95
O -1.15 4.00 -2.22
H -2.13 0.54 -1.38
H 0.62 -3.44 -2.85
H 1.05 5.42 3.48
H -0.65 4.69 -0.37
H -1.52 -2.62 2.65
O -4.52 -1.33 0.17
H 1.45 -0.33 3.55
C 1.04 -0.78 4.49
C -3.99 -0.30 1.05
H -2.72 -5.82 -2.50
H 1.75 5.59 1.90
H 0.27 0.59 -4.29
H 3.85 3.96 -1.58
H 5.11 2.21 3.22
H 1.84 -0.76 5.23
O -2.46 4.99 1.89
H -0.28 5.79 -1.62
H 5.40 -1.58 3.05
H 6.13 -2.28 4.54



No. 2
27
Properties=species:S:1:pos:R:3 method="wB97M-V/def2-TZVPD" e_homo_ev=-8.51 gap_ev=8.120 e_above_lowest_kcal_mol=0.6 e_tot_ev=-21056.26988
H -1.88 -2.09 1.89
H 2.80 2.92 -1.16
H 2.93 3.00 -2.93
H 0.05 -2.66 0.55
C -1.00 1.45 1.56
H 1.31 3.09 -2.13
H 0.05 -2.81 -1.87
N -1.74 -1.13 1.69
N -2.91 -0.59 3.62
N -0.40 -1.92 0.03
C 1.26 0.34 -1.28
H 1.78 -1.43 -2.38
N -1.78 1.05 2.64
C -0.40 0.50 0.56
C 2.16 1.14 -2.18
C 1.33 -1.17 -1.41
O -0.70 2.64 1.49
C 2.31 2.64 -2.09
O 2.90 0.64 -3.02
C -0.06 -1.84 -1.37
H -3.18 0.26 4.10
H -3.65 -1.21 3.35
N 0.50 0.99 -0.43
C -0.81 -0.82 0.73
H -0.79 -1.24 -1.94
C -2.09 -0.20 2.62
H 1.98 -1.55 -0.65